No. 1
A molecular structure, C36H74Cl2INbO19P, computed with ωB97M-V/def2-TZVPD.

- Charge: -1
- DFT total energy: -121418.72058 eV
- Highest occupied orbital energy: -0.163 hartree

CARTESIAN COORDINATES (ANGSTROEM)
C  2.52506  -1.97374  -1.40313
O  1.99019  -1.09436  -0.44144
C  0.63373  -0.71480  -0.63960
C  0.44337  0.62300  0.06998
C  -0.96732  0.91469  0.59449
C  -1.87056  1.62546  -0.43812
C  -2.80788  0.68138  -1.21355
Nb  -3.14777  1.22871  -3.38908
Cl  -5.56531  1.74454  -3.04695
C  -2.90336  3.38808  -2.84833
C  -3.77222  4.08220  -1.78580
C  -4.81745  4.99788  -2.40456
I  -3.88107  6.85052  -2.94643
C  -3.59351  1.40468  -5.65679
C  -3.24715  0.29698  -6.54746
O  -2.39412  -0.48303  -6.49581
Cl  -4.39270  0.13551  -7.99965
O  -1.23182  0.90812  -3.69146
C  -0.45967  1.68517  -4.58481
C  1.01266  1.68133  -4.15979
C  1.80093  0.65412  -4.96442
O  1.56713  2.98962  -4.34602
P  -3.92122  -1.22245  -3.36612
C  -4.58142  -1.78282  -1.73927
C  -5.44280  -1.43437  -4.41116
H  1.77102  -2.66151  -1.80122
H  2.96128  -1.40421  -2.23546
H  3.31474  -2.56025  -0.92898
H  -0.03621  -1.48450  -0.23232
H  0.42757  -0.60653  -1.71259
H  0.70816  1.40950  -0.64637
H  1.17994  0.67271  0.87710
H  -1.45735  -0.02942  0.86518
H  -0.88560  1.50355  1.51222
H  -2.48666  2.35680  0.09264
H  -1.21260  2.17263  -1.11930
H  -3.75076  0.55043  -0.67664
H  -2.33133  -0.30848  -1.26547
H  -1.84135  3.55877  -2.63844
H  -3.09283  3.88319  -3.81805
H  -3.11758  4.69704  -1.15731
H  -4.26101  3.37979  -1.10606
H  -5.67463  5.20994  -1.77077
H  -5.18275  4.60106  -3.34840
H  -3.05398  2.29817  -6.00289
H  -4.65313  1.62907  -5.78285
H  -0.54098  1.24765  -5.58770
H  -0.80030  2.72594  -4.64782
H  1.05566  1.40950  -3.09897
H  2.75827  0.42224  -4.50191
H  1.96311  1.04573  -5.97216
H  1.22551  -0.27220  -5.05739
H  2.12588  3.19647  -3.58333
H  -4.95329  -2.80830  -1.83810
H  -5.40948  -1.15286  -1.39937
H  -3.80239  -1.78856  -0.97941
H  -5.23527  -2.15779  -5.20172
H  -5.70015  -0.48398  -4.88183
H  -6.28552  -1.76298  -3.80311
C  -1.18428  -7.52678  1.21422
C  -1.12272  -6.01751  1.30365
O  -0.59674  -5.42327  0.10853
C  -1.46917  -5.28548  -0.89569
O  -2.61180  -5.66629  -0.89466
O  -0.85099  -4.65637  -1.88681
C  -1.66361  -4.36945  -3.03542
H  -0.20406  -7.93195  0.95924
H  -1.49575  -7.94354  2.17255
H  -1.89625  -7.84106  0.45215
H  -0.44068  -5.70015  2.09035
H  -2.10307  -5.59124  1.51369
H  -2.58435  -3.87133  -2.74414
H  -1.88606  -5.27942  -3.59105
H  -1.07476  -3.69434  -3.64816
C  -1.80198  -4.29963  7.80127
C  -0.45842  -4.20706  7.11165
O  -0.59365  -4.21348  5.68124
C  -0.93308  -3.04315  5.13375
O  -1.10426  -2.00897  5.72593
O  -1.04429  -3.22064  3.82112
C  -1.43716  -2.05512  3.08010
H  -2.35131  -5.17152  7.44441
H  -1.66146  -4.39173  8.87844
H  -2.40131  -3.41159  7.60476
H  0.15440  -5.07727  7.34077
H  0.08746  -3.31675  7.42227
H  -0.78792  -1.21462  3.31263
H  -2.47050  -1.79719  3.30404
H  -1.33875  -2.32497  2.03299
C  4.62264  0.98990  -0.43266
C  4.74488  1.70541  -1.75802
O  3.67863  2.65593  -1.94911
C  3.81711  3.83443  -1.34965
O  4.75762  4.19998  -0.69234
O  2.72884  4.55966  -1.62157
C  2.70399  5.86746  -1.03406
H  3.63150  0.54802  -0.32994
H  5.36488  0.19314  -0.36599
H  4.78321  1.68052  0.39529
H  4.62871  1.00769  -2.58563
H  5.70438  2.21058  -1.86610
H  3.60986  6.41583  -1.28193
H  2.60749  5.79122  0.04807
H  1.83661  6.36872  -1.45195
C  0.16579  6.47973  -3.76123
C  1.28420  7.38134  -4.22632
O  1.33005  8.60788  -3.46574
C  1.92489  8.52408  -2.28366
O  2.45426  7.54957  -1.80993
O  1.81563  9.70934  -1.67532
C  2.36718  9.74966  -0.35789
H  -0.79081  7.00317  -3.78081
H  0.09649  5.60266  -4.40550
H  0.34080  6.13828  -2.74089
H  1.12793  7.70303  -5.25400
H  2.25358  6.88814  -4.16321
H  3.39833  9.40273  -0.35875
H  1.77707  9.13472  0.31998
H  2.32130  10.79010  -0.05029
C  4.58230  -7.36011  10.92884
C  4.55333  -5.84786  10.90900
O  5.02546  -5.32505  9.65589
C  4.13523  -5.33240  8.66359
O  2.99260  -5.70680  8.73960
O  4.72193  -4.84382  7.57378
C  3.88850  -4.82744  6.40945
H  5.58051  -7.72416  10.68390
H  4.31277  -7.72418  11.92053
H  3.87715  -7.77080  10.20772
H  5.23377  -5.43381  11.65049
H  3.55241  -5.46542  11.10467
H  2.94654  -4.32335  6.61282
H  3.69396  -5.84386  6.07128
H  4.44129  -4.28708  5.64779

Atomic partial charges in e from the Löwdin method, atoms 1 to 5: -0.106, -0.223, -0.216, -0.167, -0.202

***

No. 2
A molecular structure, C36H76BrN6O3, computed with ωB97M-V/def2-TZVPD.

- Charge: +5
- DFT total energy: -123601.53312 eV
- Highest occupied orbital energy: -0.413 hartree

CARTESIAN COORDINATES (ANGSTROEM)
C  7.62272  -6.42495  -3.24422
N  7.46956  -7.88968  -3.24321
C  8.68850  -8.41765  -2.58209
C  6.22214  -8.23268  -2.24478
C  7.78836  -8.21956  -4.75496
C  7.33903  -9.36235  -5.31826
O  0.32664  -5.84850  -6.95368
H  8.47879  -6.12901  -3.79352
H  7.91437  -5.95584  -2.27383
H  6.81842  -5.86657  -3.74060
H  8.64204  -9.43556  -2.07675
H  8.88273  -7.52770  -1.97741
H  9.45868  -8.47846  -3.34912
H  6.55253  -8.02263  -1.21936
H  6.15305  -9.36352  -2.28567
H  5.26891  -7.78489  -2.53343
H  8.07729  -7.34569  -5.30323
H  -5.39947  2.69076  -2.05705
H  6.42815  -9.65336  -4.94895
H  7.40404  -9.25593  -6.48127
H  0.38639  -5.25855  -7.72016
C  -2.41042  -8.71412  15.57654
N  -1.60672  -7.54399  16.20029
C  -2.51764  -6.84587  17.08970
C  -0.46226  -8.25572  16.97388
C  -0.93741  -6.86639  15.15845
C  -3.99863  -3.05948  12.12334
O  -4.60138  -3.77474  13.03960
H  -3.06783  -9.27296  16.18245
H  -1.68041  -9.36620  15.11506
H  -3.04885  -8.20431  14.87643
H  -1.93566  -6.16171  17.63780
H  -2.83231  -7.52047  17.89098
H  -3.46408  -6.47248  16.65974
H  0.19477  -8.70362  16.25760
H  -0.81431  -8.99441  17.68761
H  0.01901  -7.56332  17.64919
H  -1.18450  -5.83879  15.01514
H  -0.20516  -7.29945  14.51766
H  -4.15667  -1.99079  11.87341
H  -3.29841  -3.65860  11.54971
H  -5.36043  -3.25106  13.34312
C  6.38580  3.69821  1.21307
N  7.38543  3.87425  2.29689
C  7.84096  2.50599  2.82950
C  8.31892  4.94825  2.00750
C  6.43998  4.57578  3.47723
C  7.20668  5.25865  4.54751
O  8.46186  4.38259  5.54802
H  5.53155  3.26272  1.77339
H  6.63594  2.98969  0.47938
H  5.92732  4.64307  0.89936
H  7.97137  2.45200  3.89925
H  8.84233  2.22866  2.47078
H  7.21283  1.75168  2.43173
H  9.06207  4.71277  1.28167
H  8.78360  5.05002  2.99929
H  7.70208  5.79849  1.68719
H  5.61196  3.98814  3.17914
H  6.44935  5.55257  2.94037
H  5.17474  7.92892  6.29120
H  6.87452  5.75446  5.62547
H  8.90890  4.99291  6.20303
C  -8.06452  5.00823  -14.80605
N  -6.97311  4.03540  -14.82527
C  -6.27532  3.85753  -13.65752
C  -5.26127  2.92380  -13.58419
C  -5.01139  2.13035  -14.68412
C  -5.78530  2.23545  -15.86191
C  -6.68921  3.25684  -15.89493
C  -3.93431  1.06743  -14.51779
C  -4.28982  -0.31098  -14.55462
C  -3.31657  -1.26154  -14.61604
N  -2.00526  -0.97823  -14.53336
C  -1.66250  0.33736  -14.37612
C  -2.60191  1.34328  -14.34531
C  -1.00828  -2.02985  -14.74911
H  -9.02590  4.54133  -14.92368
H  -7.81473  5.66944  -15.63425
H  -7.98814  5.65054  -13.92614
H  -6.54544  4.40637  -12.75389
H  -4.72514  2.88228  -12.60820
H  -5.47136  1.58396  -16.61975
H  -7.33024  3.49586  -16.73869
H  -5.33618  -0.63097  -14.65287
H  -3.45788  -2.26012  -14.94481
H  -0.61558  0.60201  -14.38407
H  -2.26863  2.33253  -14.32006
H  -0.13458  -1.83501  -14.18137
H  -0.75711  -1.97017  -15.80279
H  -1.44584  -2.95445  -14.46434
C  -0.04097  5.18773  11.83071
C  1.08848  5.77097  11.50673
C  -6.15471  3.16446  1.93232
C  -6.12055  4.46016  2.24447
N  -5.16543  5.33812  1.91027
C  -3.85796  5.03753  1.08099
C  -3.14570  6.39333  0.86067
C  -3.42522  6.98397  2.16060
C  -4.93364  6.71306  2.38641
C  -10.69935  6.84991  -2.41895
H  6.28988  5.91214  7.06663
H  -0.02555  4.48823  12.61817
H  -0.74612  5.16571  10.99492
H  1.76676  6.09951  12.38952
H  1.55261  5.90120  10.48673
H  -5.83111  2.94485  0.82687
H  -6.51598  2.46094  2.68935
H  -7.09233  4.89599  2.68529
H  2.49376  -2.48810  9.95552
H  -4.13879  4.47036  0.15771
H  -3.21807  4.39165  1.58710
H  -3.66655  6.96826  0.08319
H  -2.08025  6.37171  0.43901
H  -3.17411  8.07085  2.46743
H  -2.91536  6.46097  2.98863
H  -5.42435  7.37179  1.62458
H  -5.05423  6.95459  3.48422
H  -10.79965  6.13900  -3.31155
H  -10.49724  7.89990  -2.63757
H  -10.54588  6.60187  -1.34543
Br  1.99134  -5.31838  -6.18040

Atomic partial charges in e from the Löwdin method, atoms 1 to 5: -0.080, -0.300, -0.019, 0.083, -0.084